{"formula": "C44H119N9O15", "method": "the ωB97M-V functional and the def2-TZVPD basis", "elements": ["C", "O", "C", "C", "C", "N", "H", "H", "H", "H", "H", "H", "H", "H", "H", "H", "H", "C", "O", "C", "C", "C", "N", "H", "H", "H", "H", "H", "H", "H", "H", "H", "H", "H", "C", "O", "C", "C", "C", "N", "H", "H", "H", "H", "H", "H", "H", "H", "H", "H", "H", "C", "O", "C", "C", "C", "N", "H", "H", "H", "H", "H", "H", "H", "H", "H", "H", "H", "C", "O", "C", "C", "C", "N", "H", "H", "H", "H", "H", "H", "H", "H", "H", "H", "H", "C", "O", "C", "C", "C", "N", "H", "H", "H", "H", "H", "H", "H", "H", "H", "H", "H", "C", "O", "C", "C", "C", "N", "H", "H", "H", "H", "H", "H", "H", "H", "H", "H", "H", "C", "O", "C", "C", "N", "C", "C", "O", "C", "H", "H", "H", "H", "H", "H", "H", "H", "H", "H", "H", "H", "H", "H", "H", "C", "O", "C", "C", "N", "C", "C", "O", "C", "H", "H", "H", "H", "H", "H", "H", "H", "H", "H", "H", "H", "H", "H", "H", "O", "C", "C", "O", "H", "H", "H", "H", "H", "H", "O", "C", "C", "O", "H", "H", "H", "H", "H", "H"], "positions_angstrom": [[0.9960, 6.8897, 3.9163], [-0.0648, 5.9523, 3.8608], [-1.1719, 6.0646, 4.7372], [-2.2040, 4.9764, 4.4010], [-1.6295, 3.6014, 4.2325], [-2.9150, 5.4501, 3.1775], [1.7371, 6.4380, 3.2569], [1.3458, 6.9749, 4.9451], [0.6489, 7.8494, 3.5332], [-0.7548, 5.9454, 5.7372], [-1.5481, 7.0869, 4.6993], [-2.8851, 4.9190, 5.2501], [-1.0898, 3.2832, 5.1244], [-0.9499, 3.4734, 3.3899], [-2.4349, 2.8825, 4.0825], [-2.3707, 5.3284, 2.3354], [-3.5221, 4.6475, 3.0916], [-8.9201, -1.1790, 4.4444], [-8.2521, -1.7161, 3.3259], [-6.8832, -1.5887, 3.4498], [-6.0980, -2.1586, 2.2548], [-6.0252, -3.7100, 2.1568], [-4.7531, -1.7391, 2.5493], [-8.6831, -1.6910, 5.3770], [-9.9878, -1.2774, 4.2485], [-8.6944, -0.1173, 4.5442], [-6.6505, -0.5267, 3.5286], [-6.5862, -2.0555, 4.3889], [-6.5887, -1.7573, 1.3680], [-6.9786, -4.0877, 1.7871], [-5.7105, -4.1221, 3.1155], [-5.2781, -4.0512, 1.4403], [-4.2377, -2.2776, 3.2309], [-4.1833, -1.8938, 1.7298], [7.0021, 0.4325, -0.2797], [6.2544, 1.1197, -1.3322], [6.9913, 2.0974, -1.9966], [8.1007, 1.5604, -2.9454], [8.8950, 2.6323, -3.6777], [7.4407, 0.6336, -3.9058], [6.3454, -0.2266, 0.2881], [7.4241, 1.1436, 0.4304], [7.7717, -0.1912, -0.7345], [6.2233, 2.6492, -2.5387], [7.4168, 2.7191, -1.2089], [8.7903, 1.0187, -2.2981], [9.5568, 2.1889, -4.4217], [9.5198, 3.2032, -2.9908], [8.2507, 3.3274, -4.2160], [6.9607, -0.1325, -3.4556], [6.6453, 1.0471, -4.3710], [6.2114, -2.3066, 4.9821], [5.2230, -1.4001, 5.4775], [5.8260, -0.3828, 6.3267], [6.1332, -0.8797, 7.7564], [4.9127, -1.5791, 8.3815], [6.4376, 0.2149, 8.6552], [6.4406, -3.1551, 5.6267], [7.2011, -1.8720, 4.8413], [5.7949, -2.6726, 4.0437], [6.7126, 0.0816, 5.8952], [4.9832, 0.2974, 6.4499], [7.0319, -1.4919, 7.8315], [5.0864, -1.9240, 9.4008], [4.6924, -2.4609, 7.7799], [4.0775, -0.8872, 8.4902], [6.0837, 0.0441, 9.5856], [5.7951, 0.9595, 8.4251], [-4.6251, -0.6686, -3.0136], [-5.1308, -0.0396, -1.9001], [-5.7929, 1.2253, -2.1405], [-6.2755, 1.7383, -0.8151], [-6.9082, 3.1183, -0.8757], [-5.1750, 1.8027, 0.1522], [-5.4756, -1.1058, -3.5367], [-3.8847, -1.3917, -2.6715], [-4.1997, -0.0763, -3.8237], [-5.1003, 1.9445, -2.5776], [-6.6735, 1.0981, -2.7701], [-7.0236, 0.9922, -0.5469], [-7.8340, 3.1549, -1.4498], [-6.2453, 3.8899, -1.2673], [-7.0688, 3.4167, 0.1603], [-4.3603, 2.0907, -0.3707], [-5.0354, 0.8371, 0.4135], [-6.7872, 8.8011, -2.3147], [-5.7100, 9.5738, -1.7326], [-5.2666, 9.1148, -0.5274], [-4.2084, 10.0732, 0.0643], [-2.8540, 10.1721, -0.5953], [-3.9717, 9.7258, 1.4691], [-6.4954, 7.7641, -2.4805], [-6.7972, 9.1927, -3.3319], [-7.7483, 8.9549, -1.8241], [-6.0923, 9.1667, 0.1823], [-4.9295, 8.0802, -0.4640], [-4.6243, 11.0805, 0.0470], [-2.2683, 10.8496, 0.0261], [-3.0093, 10.5581, -1.6027], [-2.2733, 9.2503, -0.6307], [-3.7829, 8.7390, 1.5723], [-3.1961, 10.2779, 1.8063], [0.4083, -8.1992, -7.3419], [-0.0832, -6.8958, -7.0481], [1.0365, -5.9488, -6.8773], [1.8946, -6.1476, -5.5176], [0.9430, -6.3551, -4.2937], [2.6555, -4.9601, -5.1791], [0.8039, -8.2988, -8.3526], [-0.4688, -8.8463, -7.3516], [1.1418, -8.5236, -6.6037], [1.7352, -5.9901, -7.7129], [0.5417, -4.9777, -6.8653], [2.5036, -7.0398, -5.6628], [1.6418, -6.5137, -3.4723], [0.3897, -7.2769, -4.4732], [0.1797, -5.5928, -4.1379], [1.9425, -4.2581, -5.0420], [3.1970, -5.1469, -4.3472], [1.8327, -6.6457, 4.5252], [1.4326, -7.9317, 4.0115], [2.2596, -8.4824, 3.0432], [1.6100, -9.8045, 2.6433], [0.4154, -9.7339, 1.7595], [-0.7882, -9.3672, 2.4017], [-1.9478, -9.3820, 1.2670], [-1.7510, -8.1555, 0.5937], [-2.6574, -7.9260, -0.4699], [0.9867, -5.9810, 4.6997], [2.5588, -6.1285, 3.8981], [2.3928, -6.7034, 5.4585], [3.1962, -8.6016, 3.5879], [2.4300, -7.8480, 2.1734], [1.4044, -10.4028, 3.5309], [2.3134, -10.4166, 2.0787], [0.5245, -9.1013, 0.9797], [-0.7673, -8.3740, 2.8502], [-1.0142, -9.9667, 3.2835], [-2.9259, -9.4977, 1.7339], [-1.8608, -10.2296, 0.5873], [-2.4182, -7.0316, -1.0450], [-3.7132, -7.8060, -0.2267], [-2.5367, -8.7873, -1.1269], [-0.2576, 4.0322, -0.2256], [-1.1226, 2.8574, -0.2002], [-0.4476, 1.7100, -0.8026], [1.0191, 1.3954, -0.3256], [1.5848, 0.0866, -0.6989], [0.9969, -1.1110, -0.1167], [1.2037, -1.3151, 1.3989], [0.1970, -2.0139, 2.0865], [-0.0679, -3.3206, 1.5090], [-0.8452, 4.7667, 0.3251], [-0.0294, 4.3825, -1.2322], [0.6708, 3.9914, 0.3441], [-0.4600, 1.8429, -1.8844], [-1.0864, 0.8323, -0.7041], [1.2449, 1.5334, 0.7317], [1.7123, 2.1479, -0.7016], [2.5823, 0.1155, -0.5435], [1.4157, -1.9639, -0.6508], [-0.0609, -1.1645, -0.3739], [1.1616, -0.3506, 1.9050], [2.2255, -1.6182, 1.6272], [0.7877, -3.9536, 1.2735], [-0.6111, -3.2089, 0.5706], [-0.6190, -3.8193, 2.3063], [4.5124, 5.4925, -6.4261], [3.7226, 6.5147, -5.7907], [2.9394, 6.0843, -4.5441], [1.9095, 5.2053, -4.9581], [4.7669, 5.8441, -7.2824], [4.4603, 7.1563, -5.3089], [3.1295, 7.0999, -6.4936], [2.4884, 6.9264, -4.0192], [3.5404, 5.5401, -3.8156], [2.3458, 4.4663, -5.3884], [1.8656, -0.6246, -8.3911], [1.4287, 0.5811, -7.7716], [1.1406, 0.4272, -6.2626], [2.3066, 0.7704, -5.4434], [2.8026, -0.5584, -8.5888], [2.1593, 1.3666, -7.9647], [0.5208, 0.9367, -8.2589], [0.7547, -0.5591, -6.0051], [0.3832, 1.1556, -5.9728], [2.1038, 0.5724, -4.5262]], "forces_ev_per_a": [[-1.14, -0.77, 0.07], [-0.22, -0.75, -0.95], [1.31, -0.03, 0.46], [1.18, 1.88, -0.80], [0.46, -0.86, 0.12], [-0.87, -1.12, 1.02], [0.27, 0.43, 0.18], [0.33, 0.20, 0.05], [0.22, 0.27, 0.03], [-0.21, -0.24, 0.53], [-0.63, -0.03, -0.19], [-0.40, 0.36, -0.20], [0.06, -0.01, 0.13], [0.01, 0.37, -0.06], [-0.13, -0.03, 0.02], [0.86, 0.17, 0.11], [-1.11, 0.15, -0.63], [-0.49, 0.07, -0.56], [-1.17, -0.52, -0.19], [0.31, -0.09, -0.16], [-0.06, -1.80, 1.87], [-1.07, 0.59, -0.34], [1.54, 1.61, -1.41], [0.20, -0.15, 0.08], [0.03, -0.03, 0.08], [0.11, 0.20, 0.14], [0.38, 0.21, -0.07], [0.49, -0.26, 0.21], [0.75, 0.35, -0.27], [-0.12, -0.45, 0.45], [-0.42, -0.11, 0.12], [0.12, 0.39, -0.19], [-0.72, -0.31, 0.52], [0.14, 0.33, -0.34], [-0.60, 0.36, -1.04], [0.04, -1.86, 1.43], [0.72, 0.65, 0.08], [-1.75, -0.37, -0.01], [-0.14, 0.06, 0.00], [0.62, -0.26, -0.08], [-0.31, 0.15, -0.31], [0.21, 0.19, -0.11], [0.22, 0.07, 0.15], [0.27, 0.28, -0.28], [0.30, 0.62, -0.10], [0.08, -0.41, -0.30], [-0.06, -0.19, 0.09], [-0.09, 0.06, 0.09], [-0.15, 0.06, 0.04], [0.43, -0.24, 0.62], [0.15, 0.84, -0.26], [-0.44, -0.16, -0.19], [2.01, 0.46, 0.62], [-1.24, -1.06, 0.76], [-0.74, -0.62, 1.31], [0.45, -0.88, -0.70], [0.13, 1.96, -0.16], [-0.54, -0.17, 0.39], [-0.11, 0.59, -0.36], [0.33, -0.13, -0.04], [-0.12, 0.05, -0.31], [0.29, 0.56, -0.14], [-0.17, -0.57, -0.56], [0.49, -0.05, 0.01], [-0.66, 0.04, 0.07], [-0.17, -0.03, -0.56], [0.42, -0.73, 0.31], [0.07, 0.71, -0.46], [-0.54, -0.73, -1.11], [-0.33, 1.94, 0.83], [0.29, -0.70, 0.00], [0.21, 0.46, -0.04], [-0.16, 0.11, 0.11], [-0.82, -0.53, 0.09], [0.02, -0.91, -0.12], [-0.20, -0.18, -0.22], [0.51, 0.82, 0.43], [0.21, -0.01, -0.33], [0.07, -0.16, -0.52], [-0.06, 0.12, 0.78], [-0.08, -0.03, 0.06], [0.28, -0.17, -0.26], [-0.38, -0.02, -0.07], [0.43, 0.05, 0.15], [0.61, -0.06, 0.32], [1.53, 1.01, -0.87], [-0.70, -0.48, -1.74], [0.27, 0.75, 2.37], [0.37, -0.57, 0.58], [-0.20, 0.09, -0.84], [-1.09, 0.09, 0.15], [-0.15, -0.28, 0.69], [-0.58, 0.16, 0.01], [0.12, -0.19, 0.21], [-0.26, -0.10, 0.40], [0.34, -0.35, -0.63], [-0.30, 0.02, -0.06], [0.11, 0.33, -0.38], [0.52, 0.13, -0.14], [-0.31, -0.29, -0.06], [0.27, -0.06, 0.13], [0.06, -0.29, 0.21], [-0.88, 0.12, -0.07], [2.08, 0.66, 0.16], [-0.22, -0.56, 1.32], [-2.80, 0.32, -0.03], [0.42, -1.78, -1.41], [0.53, -0.15, -1.72], [0.43, 0.38, -0.10], [0.07, -0.15, 0.39], [-0.03, -0.20, -0.03], [-0.12, -0.09, -0.23], [0.16, 0.08, 0.07], [0.31, 0.20, 0.22], [-0.53, 0.20, 0.46], [-0.16, -0.21, 0.35], [0.46, 0.36, 0.00], [0.44, 0.45, 0.48], [-0.15, 0.38, 0.14], [0.51, -0.31, -0.13], [-1.26, 2.18, 0.98], [0.19, -0.77, 0.61], [0.20, -0.20, -1.38], [1.35, -0.51, 0.77], [-2.56, 0.33, -0.75], [1.36, 0.19, 2.01], [-0.67, 0.77, 0.01], [0.39, -0.65, -0.60], [-0.19, -0.32, -0.22], [-0.23, -0.04, -0.67], [-0.20, -0.58, 0.38], [0.73, -0.60, -0.63], [-0.14, 0.29, -0.15], [-0.39, 0.21, 0.06], [0.41, 0.16, 0.01], [0.54, 0.04, -0.09], [-0.16, 0.48, -0.32], [-0.07, -0.75, -0.35], [-0.29, 0.51, 0.09], [0.44, -0.13, -0.13], [0.55, 0.03, 0.31], [-0.08, -0.28, 0.68], [-0.41, -0.03, -0.47], [-1.30, -0.08, 0.63], [2.40, -0.56, -0.30], [0.21, -0.04, 0.10], [0.47, 0.31, 0.49], [-0.69, 0.23, -0.65], [0.04, -0.45, 0.08], [-0.26, 1.80, 0.29], [0.44, -1.73, -1.00], [-0.24, 0.74, 0.83], [-0.05, 0.26, -0.36], [-0.17, -0.13, -0.18], [0.10, -0.75, 0.01], [0.47, 0.32, -0.26], [-0.13, 0.12, 0.71], [-1.21, 0.16, 0.64], [-0.13, 0.00, -0.72], [0.04, -0.03, -0.08], [0.20, -0.07, -0.07], [-0.17, 0.30, 0.25], [-0.04, 0.41, -0.27], [0.14, -0.86, -0.10], [0.60, 0.35, 0.25], [-0.40, -0.11, 0.15], [-0.34, -0.18, -0.48], [-1.11, -0.19, 0.35], [1.56, 0.92, 1.67], [-0.26, -1.31, -1.45], [-0.79, -0.11, 0.30], [0.03, -0.10, -0.04], [0.19, 0.83, -0.36], [-0.22, -0.28, 0.04], [0.02, 0.15, -0.36], [0.60, 0.22, -0.03], [-0.01, -0.20, -0.10], [-0.22, 0.05, 0.06], [0.23, -0.17, 0.59], [0.68, 1.06, 0.46], [-0.32, -0.48, -1.07], [-0.02, -0.01, 0.12], [0.11, 0.15, 0.42], [-0.22, -0.35, -0.05], [0.19, -0.19, -0.28], [-0.33, 0.05, -0.25], [-0.09, -0.07, 0.08]], "mulliken_charge": [-0.791, -0.210, -0.992, 0.587, -1.387, -0.728, 0.202, 0.303, 0.296, 0.428, 0.428, 0.243, 0.344, 0.287, 0.446, 0.272, 0.275, -0.738, -0.322, -0.791, 0.620, -1.548, -0.650, 0.299, 0.253, 0.314, 0.449, 0.316, 0.177, 0.355, 0.345, 0.438, 0.254, 0.237, -0.768, -0.228, -0.673, 0.559, -1.529, -0.709, 0.212, 0.340, 0.312, 0.241, 0.366, 0.292, 0.376, 0.367, 0.290, 0.305, 0.249, -0.773, -0.311, -0.734, 0.449, -1.368, -0.723, 0.270, 0.345, 0.256, 0.398, 0.368, 0.202, 0.416, 0.303, 0.351, 0.265, 0.288, -0.892, -0.133, -0.799, 0.508, -1.596, -0.585, 0.344, 0.218, 0.331, 0.369, 0.395, 0.294, 0.386, 0.316, 0.376, 0.186, 0.279, -0.755, -0.309, -0.663, 0.578, -1.380, -0.682, 0.299, 0.275, 0.290, 0.353, 0.337, 0.188, 0.395, 0.336, 0.268, 0.216, 0.249, -0.676, -0.381, -0.517, 0.117, -1.218, -0.671, 0.297, 0.245, 0.284, 0.355, 0.281, 0.292, 0.423, 0.281, 0.338, 0.279, 0.271, -0.847, -0.278, -0.287, -1.075, -0.297, -0.408, -0.803, -0.181, -0.778, 0.273, 0.349, 0.282, 0.438, 0.328, 0.366, 0.395, 0.236, 0.210, 0.426, 0.423, 0.387, 0.221, 0.302, 0.319, -0.697, -0.239, -0.425, -0.817, -0.207, -0.784, -0.222, -0.380, -0.759, 0.092, 0.366, 0.298, 0.372, 0.204, 0.344, 0.493, 0.248, 0.418, 0.217, 0.268, 0.308, 0.319, 0.289, 0.287, -0.507, -0.326, -0.389, -0.516, 0.311, 0.258, 0.321, 0.319, 0.239, 0.290, -0.524, -0.511, -0.221, -0.515, 0.314, 0.310, 0.285, 0.306, 0.293, 0.256], "e_tot_ev": -91668.6538, "de_lowest_kcal_mol": 105.2, "smiles": "COC[C@H](C)N.COC[C@H](C)N.COC[C@H](C)N.COC[C@H](C)N.COC[C@H](C)N.COC[C@H](C)N.COC[C@H](C)N.COCCNCCOC.COCCNCCOC.OCCO.OCCO", "homo_lumo_gap_ev": 8.572, "fmax_ev_per_a": 2.82}